67
Properties=species:S:1:pos:R:3:nbo_charge:R:1 method="wB97M-V/def2-TZVPD" charge=-1 lumo_ev=1.9 molar_mass_g_mol=589.4
Al 1.113 1.111 -3.841 1.599
F 1.059 1.765 -0.768 -0.367
F 2.552 0.213 -4.108 -0.781
O -0.424 -0.431 5.011 -0.594
O 1.198 -1.832 4.325 -0.494
O -4.915 3.814 -3.065 -0.498
O 3.675 -1.263 2.780 -0.500
O -0.344 0.324 0.033 -0.600
O 1.529 -4.171 -4.576 -0.565
O 2.883 -2.669 1.245 -0.493
O 3.746 -4.181 -4.960 -0.495
O -3.146 2.479 -2.639 -0.554
O -6.507 0.672 5.892 -0.584
O -3.952 2.688 -4.730 -0.479
O -0.125 -2.422 6.012 -0.491
O 4.627 -3.284 2.526 -0.608
O -4.437 0.597 5.008 -0.485
O -4.714 1.297 7.100 -0.500
O 2.987 -3.737 -2.911 -0.484
C -3.300 1.148 6.919 -0.097
C 1.926 -1.590 1.320 -0.100
C -3.923 2.941 -3.399 0.971
C -3.162 1.128 5.411 -0.115
C -5.138 3.253 -5.277 -0.096
C 4.401 -3.887 -2.784 -0.096
C -0.461 4.085 -4.087 -1.137
C 0.161 -1.462 5.105 0.981
C -5.473 4.337 -4.269 -0.100
C 0.720 4.001 -3.320 0.324
C 2.726 -0.505 2.003 -0.102
C 0.134 0.199 -2.317 -1.113
C 1.780 -3.021 4.883 -0.103
C 1.761 3.036 -3.443 -0.983
C 0.204 0.728 -0.945 0.897
C 2.639 -4.041 -4.187 0.971
C 4.874 -3.718 -4.214 -0.101
C 0.624 -3.597 5.676 -0.101
C 3.807 -2.479 2.206 0.965
C -5.334 0.839 5.984 0.968
H 2.315 3.275 -4.359 0.291
H -1.309 3.536 -3.715 0.253
H 0.575 -0.798 -2.243 0.253
H -2.985 0.208 7.376 0.182
H 0.927 4.736 -2.503 0.100
H -4.947 3.634 -6.276 0.200
H 1.579 -1.300 0.335 0.227
H 2.624 -2.733 5.510 0.196
H -2.772 1.972 7.392 0.198
H 5.752 -4.314 -4.452 0.191
H 0.264 1.135 -5.191 -0.432
H 3.271 0.118 1.293 0.193
H -0.007 -4.256 5.078 0.190
H 2.453 3.122 -2.599 0.202
H 5.062 -2.675 -4.470 0.198
H 2.122 0.128 2.646 0.220
H 4.796 -3.135 -2.106 0.207
H 2.132 -3.677 4.090 0.218
H -3.051 2.129 4.991 0.182
H 1.078 -1.920 1.913 0.195
H -0.507 4.615 -5.026 0.232
H -0.914 0.072 -2.570 0.268
H -2.347 0.496 5.073 0.246
H -4.984 5.285 -4.500 0.186
H -5.909 2.480 -5.326 0.175
H 4.617 -4.881 -2.386 0.176
H -6.541 4.502 -4.148 0.190
H 0.934 -4.117 6.577 0.203